No. 1
Below is 8 unconnected molecules or ions with the total composition C27H43O25P at a distorted geometry, with properties calculated with ωB97M-V/def2-TZVPD.

Last column: Löwdin charge in e.
Element x y z (Å)
1 C 17.502 -2.447 -1.410  -0.056
2 C 17.373 -3.873 -1.904  -0.269
3 O 18.347 -4.196 -2.891  -0.175
4 P 17.981 -5.185 -4.090  0.397
5 O 17.821 -6.568 -3.633  -0.217
6 O 16.705 -4.507 -4.779  -0.173
7 C 16.149 -5.139 -5.918  -0.259
8 C 16.610 -4.483 -7.219  -0.056
9 O 19.149 -4.928 -5.134  -0.183
10 C 20.512 -5.268 -4.821  -0.247
11 C 21.439 -4.891 -5.953  -0.068
12 H 17.703 -1.796 -2.257  0.045
13 H 16.652 -2.185 -0.786  0.088
14 H 18.386 -2.319 -0.774  0.075
15 H 17.479 -4.545 -1.047  0.124
16 H 16.353 -4.057 -2.249  0.119
17 H 16.341 -6.213 -6.008  0.119
18 H 15.061 -5.088 -5.851  0.125
19 H 17.691 -4.348 -7.234  0.052
20 H 16.319 -5.092 -8.074  0.086
21 H 16.197 -3.478 -7.331  0.071
22 H 20.842 -4.699 -3.953  0.114
23 H 20.540 -6.345 -4.676  0.122
24 H 22.346 -5.488 -5.901  0.081
25 H 20.995 -5.065 -6.940  0.075
26 H 21.642 -3.819 -5.999  0.059
27 O 13.954 -1.707 -4.563  0.162
28 C 15.053 -1.357 -4.847  -0.567
29 O 16.159 -1.764 -4.214  0.039
30 C 17.294 -1.033 -4.652  -0.114
31 C 16.834 -0.588 -6.015  -0.104
32 O 15.419 -0.514 -5.844  0.058
33 H 17.352 -0.191 -3.955  0.111
34 H 18.217 -1.607 -4.635  0.130
35 H 17.163 -1.245 -6.822  0.120
36 H 17.245 0.386 -6.272  0.120
37 O 12.561 4.195 -2.992  0.178
38 C 12.427 3.044 -3.213  -0.570
39 O 12.354 2.049 -2.308  0.063
40 C 12.306 0.792 -2.940  -0.124
41 C 12.398 1.114 -4.430  -0.123
42 O 12.337 2.528 -4.471  0.069
43 H 13.113 0.142 -2.600  0.118
44 H 11.362 0.281 -2.737  0.132
45 H 11.594 0.617 -4.966  0.136
46 H 13.355 0.754 -4.805  0.093
47 O 13.528 3.679 -10.646  0.159
48 C 13.904 2.875 -9.857  -0.591
49 O 14.954 2.070 -10.005  0.078
50 C 15.075 1.159 -8.909  -0.102
51 C 14.073 1.744 -7.912  -0.129
52 O 13.336 2.700 -8.648  0.081
53 H 14.868 0.135 -9.214  0.132
54 H 16.073 1.208 -8.490  0.096
55 H 14.557 2.055 -6.985  0.102
56 H 13.337 1.027 -7.532  0.124
57 O 20.841 -1.360 -6.572  0.130
58 C 20.814 -0.164 -6.496  -0.596
59 O 19.684 0.519 -6.323  0.043
60 C 19.963 1.927 -6.523  -0.067
61 C 21.486 1.997 -6.474  -0.084
62 O 21.879 0.631 -6.565  0.089
63 H 19.465 2.235 -7.443  0.137
64 H 19.474 2.434 -5.691  0.132
65 H 21.765 2.452 -5.525  0.133
66 H 21.845 2.586 -7.314  0.137
67 O 18.032 0.210 -9.426  0.155
68 C 18.710 -0.776 -9.454  -0.580
69 O 19.934 -0.840 -9.977  0.089
70 C 20.489 -2.110 -9.772  -0.119
71 C 19.444 -2.884 -8.923  -0.095
72 O 18.334 -1.967 -8.977  0.050
73 H 20.695 -2.705 -10.665  0.129
74 H 21.450 -2.036 -9.265  0.126
75 H 19.817 -2.945 -7.902  0.090
76 H 19.173 -3.867 -9.289  0.128
77 O 19.655 2.225 -2.504  0.165
78 C 20.223 1.186 -2.440  -0.577
79 O 21.157 0.866 -1.518  0.085
80 C 21.647 -0.441 -1.766  -0.105
81 C 20.969 -0.848 -3.090  -0.097
82 O 19.954 0.140 -3.222  0.048
83 H 22.720 -0.387 -1.959  0.128
84 H 21.562 -1.175 -0.966  0.131
85 H 20.475 -1.817 -3.034  0.124
86 H 21.725 -0.932 -3.870  0.126
87 O 15.640 3.759 -5.561  0.166
88 C 15.840 3.434 -4.433  -0.573
89 O 16.236 4.243 -3.436  0.076
90 C 16.160 3.539 -2.195  -0.080
91 C 16.136 2.046 -2.640  -0.089
92 O 15.820 2.144 -4.036  0.035
93 H 17.080 3.783 -1.672  0.128
94 H 15.257 3.796 -1.644  0.128
95 H 15.368 1.475 -2.123  0.123
96 H 17.122 1.607 -2.495  0.101

## Properties
Multiplicity: 1

=====

No. 2
Below is 10 unconnected molecules or ions with the total composition C66H87N3O21S3, with properties calculated with ωB97M-V/def2-TZVPD.

Last column: Löwdin charge in e.
Element x y z (Å)
1 C 5.511 -3.143 -0.767  -0.038
2 C 4.133 -3.149 -1.370  -0.259
3 C 3.047 -3.721 -0.707  -0.042
4 C 1.781 -3.690 -1.267  -0.064
5 C 1.566 -3.085 -2.499  -0.028
6 C 2.635 -2.504 -3.174  -0.201
7 C 2.407 -1.837 -4.505  -0.094
8 N 2.465 -0.353 -4.467  -0.029
9 C 1.343 0.235 -3.819  -0.237
10 C 0.119 0.215 -4.467  -0.006
11 C -1.015 0.755 -3.884  -0.022
12 C -0.949 1.367 -2.634  -0.206
13 C -2.133 2.012 -1.951  -0.143
14 C -3.406 2.151 -2.790  -0.203
15 C -4.395 1.001 -2.554  -0.190
16 C -5.316 1.248 -1.342  -0.185
17 C -5.081 0.366 -0.092  -0.193
18 C -6.244 -0.555 0.265  -0.262
19 C -6.259 -1.867 -0.531  -0.451
20 S -7.558 -1.766 -1.785  1.015
21 C -7.123 -3.152 -2.721  -0.706
22 N -6.344 -4.122 -2.361  0.048
23 N -6.296 -4.993 -3.455  0.054
24 C -7.046 -4.476 -4.352  -0.197
25 O -7.609 -3.304 -3.969  0.033
26 C 0.281 1.388 -1.992  -0.060
27 C 1.407 0.815 -2.560  -0.423
28 S 2.891 0.859 -1.617  1.102
29 C 4.088 0.712 -2.896  -0.391
30 C 3.750 0.150 -4.143  -0.236
31 C 4.724 0.026 -5.124  -0.005
32 C 6.039 0.373 -4.878  -0.057
33 C 6.397 0.874 -3.645  -0.076
34 C 5.428 1.076 -2.674  -0.283
35 S 5.997 1.737 -1.128  0.622
36 C 7.288 2.898 -1.516  -0.116
37 O 6.582 0.652 -0.376  -0.310
38 O 4.955 2.507 -0.493  -0.376
39 C 3.909 -2.559 -2.612  -0.009
40 H 6.247 -2.826 -1.505  0.077
41 H 5.551 -2.418 0.049  0.061
42 H 5.783 -4.117 -0.361  0.081
43 H 3.200 -4.190 0.258  0.112
44 H 0.945 -4.148 -0.752  0.094
45 H 0.573 -3.042 -2.931  0.112
46 H 3.147 -2.176 -5.233  0.122
47 H 1.424 -2.103 -4.890  0.116
48 H 0.056 -0.238 -5.449  0.119
49 H -1.952 0.702 -4.421  0.105
50 H -2.375 1.425 -1.058  0.119
51 H -1.826 2.994 -1.583  0.117
52 H -3.918 3.077 -2.521  0.106
53 H -3.176 2.248 -3.851  0.097
54 H -5.015 0.856 -3.440  0.107
55 H -3.837 0.072 -2.397  0.110
56 H -5.246 2.294 -1.038  0.105
57 H -6.344 1.083 -1.670  0.076
58 H -4.154 -0.208 -0.177  0.097
59 H -4.940 1.032 0.764  0.104
60 H -6.209 -0.802 1.322  0.062
61 H -7.177 -0.001 0.118  0.084
62 H -6.507 -2.706 0.116  0.069
63 H -5.309 -2.070 -1.021  0.080
64 H -7.261 -4.874 -5.329  0.130
65 H 0.354 1.861 -1.019  0.115
66 H 4.435 -0.377 -6.087  0.124
67 H 6.787 0.244 -5.649  0.102
68 H 7.434 1.113 -3.475  0.086
69 H 7.882 2.604 -2.374  0.040
70 H 7.910 2.907 -0.624  0.076
71 H 6.814 3.862 -1.681  0.066
72 H 4.748 -2.133 -3.152  0.116
73 O -1.605 -3.423 -0.797  0.123
74 C -2.428 -3.559 0.057  -0.465
75 C -2.943 -4.843 0.671  -0.056
76 C -4.213 -4.392 1.391  -0.135
77 C -3.878 -2.943 1.728  -0.147
78 O -3.027 -2.495 0.658  0.013
79 H -2.192 -5.210 1.373  0.107
80 H -3.125 -5.587 -0.099  0.132
81 H -4.462 -4.985 2.270  0.107
82 H -5.061 -4.429 0.704  0.103
83 H -3.324 -2.853 2.666  0.127
84 H -4.747 -2.292 1.772  0.095
85 O 9.300 2.198 -4.714  0.109
86 C 9.385 2.326 -5.903  -0.479
87 C 10.604 2.652 -6.740  -0.063
88 C 9.992 3.081 -8.074  -0.140
89 C 8.691 2.284 -8.092  -0.140
90 O 8.313 2.167 -6.708  -0.006
91 H 11.207 1.746 -6.828  0.132
92 H 11.192 3.428 -6.258  0.128
93 H 10.620 2.885 -8.940  0.116
94 H 9.768 4.147 -8.048  0.113
95 H 8.822 1.278 -8.497  0.126
96 H 7.884 2.780 -8.626  0.126
97 O -7.183 -0.927 3.543  0.121
98 C -6.252 -0.465 4.137  -0.474
99 C -6.126 -0.154 5.614  -0.074
100 C -4.886 0.739 5.663  -0.140
101 C -4.092 0.246 4.458  -0.144
102 O -5.087 -0.173 3.506  -0.005
103 H -5.977 -1.092 6.149  0.125
104 H -7.024 0.328 5.985  0.119
105 H -4.326 0.678 6.593  0.116
106 H -5.177 1.779 5.513  0.121
107 H -3.460 -0.613 4.694  0.124
108 H -3.480 1.016 3.994  0.127
109 O 8.011 6.084 -6.579  0.117
110 C 7.085 5.972 -5.829  -0.482
111 C 6.459 4.697 -5.300  -0.075
112 C 5.117 5.176 -4.749  -0.140
113 C 5.441 6.616 -4.365  -0.149
114 O 6.444 7.042 -5.305  0.027
115 H 7.108 4.300 -4.516  0.121
116 H 6.366 3.960 -6.092  0.119
117 H 4.735 4.587 -3.917  0.113
118 H 4.367 5.163 -5.541  0.120
119 H 5.862 6.691 -3.360  0.124
120 H 4.592 7.290 -4.443  0.124
121 O -0.532 -6.836 2.546  0.130
122 C -1.339 -6.971 3.415  -0.490
123 C -1.845 -8.262 4.030  -0.070
124 C -3.119 -7.819 4.748  -0.150
125 C -2.798 -6.366 5.079  -0.157
126 O -1.944 -5.912 4.014  0.005
127 H -1.084 -8.628 4.721  0.133
128 H -2.016 -9.004 3.256  0.126
129 H -3.369 -8.409 5.627  0.115
130 H -3.964 -7.863 4.060  0.117
131 H -2.254 -6.266 6.020  0.126
132 H -3.676 -5.724 5.108  0.120
133 O -8.281 1.547 8.708  0.130
134 C -7.890 0.530 9.196  -0.483
135 C -7.866 0.125 10.657  -0.071
136 C -6.902 -1.060 10.666  -0.149
137 C -7.083 -1.620 9.259  -0.153
138 O -7.392 -0.480 8.437  -0.005
139 H -8.879 -0.161 10.944  0.132
140 H -7.544 0.960 11.272  0.126
141 H -7.099 -1.795 11.443  0.115
142 H -5.879 -0.702 10.792  0.118
143 H -7.915 -2.323 9.195  0.128
144 H -6.187 -2.095 8.864  0.121
145 O -7.711 3.529 -2.671  0.123
146 C -8.619 3.508 -1.897  -0.488
147 C -9.225 2.298 -1.209  -0.080
148 C -10.559 2.831 -0.691  -0.148
149 C -10.238 4.308 -0.483  -0.155
150 O -9.258 4.630 -1.486  0.024
151 H -8.556 2.001 -0.398  0.120
152 H -9.319 1.478 -1.915  0.123
153 H -10.920 2.342 0.211  0.115
154 H -11.323 2.724 -1.462  0.118
155 H -9.798 4.500 0.498  0.126
156 H -11.093 4.965 -0.621  0.123
157 O 5.711 -1.948 6.070  0.114
158 C 5.973 -1.512 4.988  -0.485
159 C 5.112 -0.656 4.080  -0.067
160 C 5.812 -0.782 2.727  -0.147
161 C 7.256 -1.017 3.149  -0.145
162 O 7.174 -1.730 4.397  0.023
163 H 5.131 0.367 4.457  0.112
164 H 4.090 -1.025 4.072  0.125
165 H 5.696 0.078 2.072  0.094
166 H 5.435 -1.658 2.198  0.103
167 H 7.792 -0.081 3.323  0.127
168 H 7.822 -1.624 2.447  0.123
169 O 6.836 3.343 5.440  0.125
170 C 6.251 3.611 4.433  -0.489
171 C 6.285 4.907 3.643  -0.073
172 C 5.068 4.782 2.727  -0.143
173 C 4.957 3.271 2.563  -0.149
174 O 5.443 2.724 3.807  0.005
175 H 7.222 4.935 3.083  0.129
176 H 6.248 5.758 4.316  0.123
177 H 5.164 5.301 1.776  0.114
178 H 4.183 5.168 3.236  0.117
179 H 5.579 2.893 1.755  0.095
180 H 3.939 2.924 2.406  0.131

## Properties
Multiplicity: 1

=====

In order of appearance, gap between HOMO and LUMO = 10.147; 7.363 eV.
In order of appearance, DFT total energy = -3277.16004; -5506.10780 Ha.